1.
25
Properties=species:S:1:pos:R:3 method="wB97M-V/def2-TZVPD" gap_ev="3.798 / 9.503" s2=0.75 homo_ev="-3.198 / -9.300" spin_multiplicity=2
H -0.72 -2.55 -0.19
H -2.64 -1.15 0.31
H 0.06 -2.92 -3.26
H 2.14 -0.52 -3.28
H 0.04 2.20 -0.66
H -0.59 3.02 0.71
H -2.16 1.22 1.21
H 0.90 0.08 2.86
H 0.24 -1.16 -0.35
H 2.83 0.82 -2.98
C -1.30 0.52 1.27
H 1.20 2.84 0.74
N -0.45 -1.58 0.26
C 0.27 2.33 0.44
H -1.38 0.22 2.36
H 0.56 1.71 3.09
O 3.02 -0.10 -3.18
C -1.61 -0.64 0.30
H -1.60 -0.08 -0.68
O -0.57 -2.66 -2.57
H 2.05 1.18 2.08
C 0.91 1.05 2.36
H 0.03 -1.98 1.21
N 0.16 0.99 1.04
H -1.39 -2.84 -3.09

---

2.
28
Properties=species:S:1:pos:R:3 method="wB97M-V/def2-TZVPD" gap_ev=7.477 homo_ev=-4.174 spin_multiplicity=1 total_charge=-1
C -1.82 -0.49 1.01
O 0.99 -0.59 2.55
C 0.67 1.17 -0.04
O 1.52 -0.45 -2.18
C -0.67 1.74 0.54
H 1.41 1.25 0.69
H -0.37 -0.20 -2.45
H -0.05 -0.13 2.45
H 0.22 2.09 -1.92
H -0.37 -3.35 1.44
H 0.45 -2.60 2.05
H -1.27 0.61 -1.76
O 0.63 -3.37 1.70
H -0.73 1.71 1.66
H 1.60 -0.43 1.86
H 1.57 -1.01 -1.27
H 2.89 0.99 -1.61
H -0.99 2.69 0.12
O -1.53 -0.34 2.24
N -1.65 0.64 0.08
H 0.61 0.18 -0.26
H -2.44 1.08 -0.06
H -2.84 -0.74 0.89
N 1.05 1.78 -1.39
C 1.96 0.81 -2.15
O -1.25 -0.01 -2.58
H -1.16 -1.42 0.56
H 1.89 0.98 -3.21

---

3.
29
Properties=species:S:1:pos:R:3 method="wB97M-V/def2-TZVPD" gap_ev="9.788 / 5.261" s2=0.76 homo_ev="-9.585 / -9.578" spin_multiplicity=2
H 1.38 -2.16 -1.56
C 0.82 1.90 -0.81
O 1.05 -2.08 -2.46
O -0.47 2.95 2.85
H -1.37 0.55 -0.20
H -0.02 2.21 2.43
H -1.28 3.10 2.37
H -0.73 -1.93 1.03
C -1.17 0.21 0.81
N 0.24 0.36 1.10
O -2.39 -1.71 -0.10
H -2.24 -1.40 1.84
O 2.37 -1.75 1.76
C 1.20 0.90 0.27
H -0.24 0.81 -2.20
H 1.63 2.60 -0.84
H 1.40 0.72 -2.36
O -1.37 -1.14 -2.08
O 2.38 0.65 0.50
N 0.64 1.33 -2.13
H 2.58 -0.86 1.40
H -1.73 0.81 1.53
H 0.11 -1.78 -2.35
H 2.09 -2.27 0.99
H -1.92 -1.40 -2.85
H 0.62 -0.31 1.75
C -1.61 -1.29 0.96
H -1.91 -1.48 -1.14
H -0.06 2.48 -0.52

---

4.
27
Properties=species:S:1:pos:R:3 method="wB97M-V/def2-TZVPD" gap_ev=8.672 homo_ev=-12.921 spin_multiplicity=1 total_charge=+1
H 1.83 -1.25 -2.80
C 1.48 -1.34 -1.75
C -3.58 -1.01 0.60
H -1.92 2.52 -1.45
H -2.06 -0.18 1.59
H -0.23 2.95 -2.10
H 0.76 -0.49 1.87
N 1.13 0.40 1.87
Si -0.31 1.86 0.21
H -3.83 -1.08 -0.50
H -3.94 -1.87 1.31
H -0.75 1.32 -2.01
H 0.43 -1.25 -1.74
N -2.18 -0.70 0.78
H 2.96 1.21 -1.47
H -1.48 -1.44 0.79
H 1.91 -2.33 -1.65
C 2.54 0.27 2.04
H 4.02 -0.78 0.91
H 2.86 -0.47 2.85
H -0.92 2.37 1.48
C -0.94 2.25 -1.61
N 3.08 -0.42 0.79
N 0.93 0.73 0.40
H -4.21 -0.13 0.96
Si 2.28 0.11 -0.66
H 2.85 1.32 2.26

---

5.
25
Properties=species:S:1:pos:R:3 method="wB97M-V/def2-TZVPD" gap_ev=9.605 homo_ev=-9.286 smiles=CC[C@H](C)N.O.O.O spin_multiplicity=1
H 0.72 0.46 0.23
H 1.31 -0.48 -1.05
H -2.67 -0.54 -3.02
N -2.79 -0.57 -2.02
H -1.14 -1.75 -3.44
H 0.74 -0.55 3.84
H -3.42 -1.32 -1.76
H -1.22 0.93 -0.37
C 0.76 0.42 -0.87
H 3.79 1.12 1.95
H 1.39 1.24 -1.23
H -1.57 -1.35 -0.50
O 3.14 0.74 2.58
H 0.01 -1.41 2.87
C -1.41 -0.86 -1.46
H 0.73 3.01 1.92
O 0.23 -1.35 3.81
H 0.35 2.29 3.29
H -0.55 -2.79 -2.18
C -0.66 -1.75 -2.46
O 1.08 2.60 2.71
H 2.66 1.43 3.05
H 0.31 -1.31 -2.76
H -1.07 1.31 -1.88
C -0.71 0.49 -1.27

---

6.
25
Properties=species:S:1:pos:R:3 method="wB97M-V/def2-TZVPD" gap_ev=9.832 homo_ev=-9.213 smiles=CC[C@H](C)N.O.O.O spin_multiplicity=1
H -2.98 -0.06 -0.95
H -2.30 0.19 -2.58
H 0.66 0.30 -1.16
H 1.58 -3.19 -2.12
C 0.25 0.96 1.50
H -0.55 -3.21 1.41
H -1.93 0.91 1.51
H -1.25 -0.49 0.88
N 0.22 1.21 -1.16
C -2.05 0.05 -1.53
O 1.88 -3.35 -1.22
O 2.56 2.46 1.07
H 2.05 2.29 0.26
H -1.47 -0.88 -1.53
H 0.10 1.26 2.55
H 2.70 3.44 1.06
H 1.03 -2.73 1.57
H 1.16 -3.67 -0.68
H 0.96 0.16 1.36
H -1.59 2.12 -0.67
C -1.05 0.60 0.81
H 0.70 1.94 1.33
H 0.20 1.64 -2.08
C -1.17 1.08 -0.64
O 0.30 -3.03 1.03

---

7.
25
Properties=species:S:1:pos:R:3 method="wB97M-V/def2-TZVPD" gap_ev="11.646 / 6.683" s2=0.75 homo_ev="-14.750 / -14.671" spin_multiplicity=2 total_charge=+1
O 2.59 -0.57 0.37
H -0.98 -2.10 -1.25
H 0.59 1.34 -3.18
O -0.83 1.54 1.49
H 1.08 -0.06 -0.59
H 0.62 -0.73 -2.14
O 1.37 0.38 2.53
N -0.96 -0.06 -1.01
H 2.32 0.12 0.99
H -1.80 -2.60 1.13
H -1.86 -0.88 1.47
H -0.16 2.14 -1.76
C -1.34 -1.65 0.89
H 2.36 -1.38 0.83
H -0.98 0.87 0.81
H -0.84 2.39 1.02
H -0.31 -1.59 1.23
H 1.54 0.82 3.38
H -1.66 0.46 -1.54
C 0.38 0.08 -1.44
C 0.63 1.49 -2.10
H -2.51 -1.43 -0.98
C -1.49 -1.40 -0.60
H 0.69 0.94 2.15
H 1.54 1.88 -1.69

---

8.
27
Properties=species:S:1:pos:R:3 method="wB97M-V/def2-TZVPD" gap_ev="8.173 / 5.574" s2=0.76 homo_ev="-13.762 / -13.759" spin_multiplicity=2 total_charge=+1
N -1.21 0.15 -0.39
H -0.40 -3.48 0.82
H -0.39 0.51 -2.72
O -0.83 -2.76 0.34
C 0.29 0.63 1.33
H 0.16 0.37 3.48
H 0.41 2.03 2.86
C -1.00 0.28 0.93
H -1.85 -0.38 -2.15
H -3.03 -0.78 -0.63
C 0.64 0.97 2.70
H 2.05 -0.33 -1.77
H -0.76 2.05 -2.69
H -0.60 -1.53 2.78
H 1.29 1.92 -1.92
O -1.50 -1.80 2.98
O -0.11 1.39 -2.97
H 1.74 2.88 -0.80
H 3.24 0.56 -1.73
H -0.50 -2.99 -0.54
O 3.00 -0.38 -1.69
C -2.13 -0.39 -1.10
H 0.99 0.88 0.53
O 2.07 2.19 -1.39
H -1.85 0.29 1.62
H 1.71 0.82 2.91
H -1.77 -2.23 2.16

---

9.
30
Properties=species:S:1:pos:R:3 method="wB97M-V/def2-TZVPD" gap_ev=9.582 homo_ev=-9.426 smiles="NC(=O)NCCCS.O.O.O.O" spin_multiplicity=1
N -0.15 -0.83 0.12
H -2.99 -2.23 0.90
H 2.93 -2.92 1.78
H 0.43 -2.36 -2.31
O -1.81 0.03 -2.50
H 0.64 -0.92 -0.50
C -1.09 -1.81 0.18
O 2.16 -2.52 2.18
O -0.98 -2.87 -0.42
H 0.26 4.16 -1.30
H -1.36 -0.69 -2.96
C 1.35 1.96 -0.96
H 2.38 1.69 -1.28
O 1.02 -1.59 -2.33
H 0.76 1.56 -1.78
C 1.09 1.35 0.42
C -0.27 0.64 0.42
H 1.66 -1.69 -3.05
H 1.09 2.06 1.26
H -0.95 1.08 -0.30
N -2.29 -1.51 0.83
O -2.00 0.04 4.10
H -2.52 -0.53 0.75
S 1.50 3.77 -0.95
H 2.00 -1.78 1.59
H 2.01 0.73 0.64
H -1.54 -0.63 3.56
H -0.66 0.70 1.51
H -1.08 0.27 -1.90
H -2.79 -0.07 3.55

---

10.
26
Properties=species:S:1:pos:R:3 method="wB97M-V/def2-TZVPD" gap_ev=11.192 homo_ev=-14.171 spin_multiplicity=1 total_charge=+1
H -3.78 -0.30 0.92
H 1.49 -3.50 -0.22
O -2.92 -0.13 0.63
C 2.66 -1.47 -1.65
H 2.98 -1.29 -2.68
H 0.43 -2.28 0.50
H 1.40 0.95 -0.82
H 0.44 1.68 3.26
N -0.38 0.38 0.04
H 1.45 1.98 2.24
H -1.83 3.34 -0.71
H 1.56 -0.27 0.58
C 1.21 -1.33 -1.19
H 3.52 -0.91 -1.19
H -3.18 0.49 0.01
H -0.45 1.23 0.71
H 0.65 -1.54 -2.12
H -0.86 -0.41 0.41
H -0.03 -3.04 -0.94
H -2.07 2.86 0.77
H -0.93 0.70 -0.74
H 2.82 -2.52 -1.69
O -1.94 2.50 -0.12
C 0.76 -2.59 -0.39
C 1.05 0.01 -0.33
O 0.48 1.69 2.34

---

Q: Which total energy values were calculated for the entries above? A: -422.393861, -648.209289, -723.456555, -960.330776, -443.026367, -443.019409, -442.747739, -593.167687, -1047.095830, -443.386900, in Eh.
Q: Which ΔE to the lowest compared entry with this formula, charge and spin values were calculated for the entries above? A: 248.3, 351.7, 128.3, 106.4, 133.6, 151.9, 7.2, 48.1, 131.7, 211.6, in kJ/mol.